The following is a DFT calculation (ωB97M-V/def2-TZVPD) of C16H17N5O3S2 in the gas phase in a non-equilibrium geometry.

CARTESIAN COORDINATES (ANGSTROEM)
1 C 6.035 -0.300 -1.254
2 H 6.864 0.148 -1.796
3 H 5.713 -1.197 -1.775
4 H 6.374 -0.589 -0.264
5 C 4.883 0.691 -1.151
6 C 3.728 0.114 -0.424
7 N 3.660 -1.074 0.042
8 N 2.526 -1.372 0.658
9 C 1.676 -0.404 0.678
10 N 0.439 -0.425 1.254
11 C -0.266 -1.503 1.743
12 O -1.279 -1.317 2.370
13 C 0.244 -2.880 1.402
14 H 1.282 -3.018 1.700
15 H -0.415 -3.627 1.843
16 S 0.245 -3.083 -0.417
17 C -1.379 -2.537 -0.698
18 N -2.470 -2.870 -0.085
19 N -3.447 -2.101 -0.593
20 C -2.915 -1.348 -1.499
21 O -1.590 -1.577 -1.626
22 C -3.551 -0.258 -2.292
23 O -2.722 0.877 -2.333
24 C -2.257 1.379 -1.140
25 C -2.841 1.135 0.095
26 C -2.301 1.685 1.254
27 C -1.155 2.466 1.161
28 C -0.585 2.730 -0.077
29 C -1.127 2.191 -1.225
30 H -0.698 2.382 -2.195
31 H 0.289 3.361 -0.143
32 H -0.726 2.897 2.054
33 C -2.949 1.409 2.573
34 H -2.738 0.384 2.874
35 H -2.576 2.083 3.340
36 H -4.029 1.519 2.499
37 H -3.724 0.522 0.184
38 H -3.666 -0.566 -3.337
39 H -4.541 -0.048 -1.870
40 H -0.028 0.476 1.368
41 S 2.260 1.056 -0.117
42 H 4.551 0.992 -2.149
43 H 5.206 1.599 -0.632

Summary:
- Energy above the lowest of the compared OMol25 structures with the same formula, charge and spin: 95.9 kJ/mol
- SMILES string: CCc1nnc(NC(=O)CSc2nnc(COc3cccc(C)c3)o2)s1
- M: 391.48 g mol⁻¹
- Strongest force on any atom: 1.722 eV Å⁻¹
- LUMO energy: 0.398 eV
- HOMO-LUMO gap: 9.4 eV

Atomic partial charges in e from the natural (NBO) method, atoms 1 to 5: C -0.594; H 0.210; H 0.220; H 0.218; C -0.452